132
Properties=species:S:1:pos:R:3:forces:R:3 method="wB97M-V/def2-TZVPD" max_force_ha_per_bohr=0.178 total_energy_ev=-82669.0209 charge=+1
C 0.1147 -4.2955 2.3405 -0.172 0.256 -0.985
C -1.2922 -4.7209 1.5605 1.582 -0.629 0.451
O -2.2463 -3.6294 1.8180 -0.847 0.856 -4.471
B -2.7474 -3.0656 0.5445 -2.662 -2.204 2.766
O -4.1808 -3.2883 0.1536 3.774 -1.066 -0.468
N -1.9343 -2.2040 -0.4250 2.370 2.499 -2.472
C -1.5153 -2.8296 -1.7370 1.245 3.926 -0.281
C -0.6836 -1.9961 -2.8808 -1.207 1.261 3.280
C -0.3209 -2.7683 -4.2815 -1.059 0.125 0.430
C 0.7176 -4.0361 -4.1144 0.144 -0.136 -0.559
C 1.5916 -4.0918 -5.5340 -0.645 0.519 0.321
C 2.8951 -3.1062 -5.3850 -1.339 1.299 0.074
S 4.5552 -3.9714 -5.4912 3.118 -2.954 3.698
O 4.3838 -5.4985 -5.2666 0.167 5.732 -1.492
O 5.5224 -3.2986 -4.4493 -3.774 -1.878 -4.614
O 5.1071 -3.7724 -7.1213 -0.835 1.738 2.857
C -0.3175 -0.4186 -2.5294 -2.137 -3.263 1.891
C 0.4847 0.4171 -3.7051 5.821 1.262 -1.555
O 1.8091 0.4519 -3.8754 -8.997 -0.812 1.597
O -0.3557 1.1470 -4.6815 1.686 0.657 2.955
C -0.2295 2.6050 -4.5330 -0.526 5.485 0.553
C -1.6266 3.4451 -4.1682 3.459 1.887 -0.320
C -1.5861 5.0851 -3.9971 3.325 -1.678 -0.774
C -0.1982 5.9506 -4.1791 0.159 -4.763 -0.433
C 1.1677 5.1181 -4.5516 -3.640 -1.732 0.585
C 1.1446 3.4830 -4.7372 -2.700 0.780 0.704
C -0.8102 0.1818 -1.0856 -0.332 -1.922 -0.801
C -0.4804 1.7550 -0.7638 -0.197 -0.444 0.641
C 0.9496 2.0269 -0.0096 1.256 0.621 0.243
C 2.2798 1.5885 -0.8823 0.144 0.124 0.384
C 3.6702 1.5214 0.0081 -0.027 -0.199 0.884
C 4.3460 0.0274 0.0692 -0.153 -0.586 -0.116
C 5.0042 -0.4951 -1.3385 1.062 -0.216 0.198
C 5.9851 0.5847 -2.0887 0.320 -1.735 -0.427
O 5.1900 1.2485 -3.1352 2.014 1.750 1.227
C 5.6788 2.6561 -3.3002 -0.869 -0.106 0.076
C -1.6379 -0.7456 -0.0167 1.772 -1.185 -3.680
N -2.1871 -0.3129 1.3237 0.265 2.134 -2.084
C -3.4339 0.5334 1.2102 -4.981 2.331 4.439
C -4.0843 1.0931 -0.2157 -0.893 -0.639 0.353
O -4.1510 0.8578 2.3221 5.519 -2.389 -6.904
C -1.1386 0.2880 2.2304 6.731 -3.275 2.408
C -1.1199 1.8060 2.8470 -1.291 0.100 0.323
O -0.0677 -0.4962 2.5360 -7.083 4.698 -2.421
H -0.0095 -3.1854 2.7423 0.182 -2.498 -0.777
H 0.9407 -4.2628 1.5004 -1.378 -0.176 1.942
H 0.4103 -5.0362 3.2017 -0.641 1.505 -1.826
H -1.7187 -5.7656 1.9296 0.649 2.437 -0.635
H -1.1096 -4.8424 0.4005 -0.174 0.237 2.119
H -4.2693 -4.1773 -0.3327 -0.036 1.815 1.277
H -1.8299 -3.9383 -1.9485 0.588 2.428 0.670
H -1.3485 -3.1921 -4.7164 2.181 1.023 0.987
H 0.0547 -1.9846 -5.0728 -0.560 -1.447 1.773
H 1.4086 -3.8849 -3.1692 -1.332 -0.362 -2.016
H 0.1292 -5.0659 -4.0035 1.173 2.399 -0.127
H 0.8863 -3.5931 -6.3518 1.593 -1.381 1.551
H 1.8376 -5.2014 -5.8191 -0.216 2.352 0.549
H 2.8271 -2.5689 -4.3235 0.690 -1.316 -2.258
H 2.8653 -2.2238 -6.1779 0.289 -2.033 1.539
H 5.3441 -2.7841 -7.1839 -0.270 -1.888 0.100
H -2.6320 2.8572 -4.0219 2.224 1.309 -0.381
H -2.5624 5.6804 -3.7202 2.118 -1.523 -0.667
H -0.1726 7.1228 -4.0215 -0.104 -2.836 -0.418
H 2.1769 5.7083 -4.6835 -2.255 -1.489 0.248
H 2.1222 2.8616 -5.0223 -2.344 1.696 0.767
H -1.3373 2.1507 -0.0515 1.676 -0.795 -1.594
H -0.4933 2.3712 -1.7594 -0.105 -1.294 1.763
H 1.0616 1.5268 1.0436 -0.616 0.718 -2.043
H 1.0163 3.2028 0.1832 -0.289 -2.507 -0.449
H 2.0876 0.5046 -1.2808 0.450 2.174 0.330
H 2.4488 2.3981 -1.7103 -0.521 -1.922 1.160
H 4.5065 2.2679 -0.3661 -1.938 -1.407 0.630
H 3.3855 1.8400 1.1149 0.742 -0.598 -2.197
H 5.2002 -0.0248 0.8934 -1.847 0.357 -1.722
H 3.5384 -0.7924 0.3860 1.581 1.859 -0.563
H 5.6920 -1.4285 -1.0585 -1.588 1.922 -0.649
H 4.2246 -0.8633 -2.1358 1.400 0.849 1.604
H 6.8357 -0.0282 -2.6589 -1.706 1.231 1.278
H 6.5489 1.3091 -1.3615 -1.407 -1.128 -1.216
H 6.8443 2.7491 -3.0825 -2.568 -0.153 -0.608
H 5.3979 2.9842 -4.4014 0.755 -0.646 2.348
H 5.0356 3.2883 -2.5253 1.625 -0.942 -1.612
H -5.2592 1.1642 -0.0167 2.781 -0.156 -0.200
H -3.9588 0.3495 -1.1109 0.084 1.473 1.717
H -3.7212 2.1767 -0.4944 -0.402 -2.299 0.700
H -1.7373 2.5585 2.1699 1.365 -1.620 1.387
H -0.0170 2.2165 3.0480 -2.480 -1.412 -0.722
H -1.6959 1.7708 3.8919 1.251 -0.043 -2.333
C 3.4505 7.1141 0.6083 0.085 0.008 0.092
C 2.2319 6.5981 1.3689 0.230 -0.140 0.091
N 2.5478 5.6377 2.4326 -0.250 -0.414 0.000
C 1.3570 4.9747 2.9816 0.202 0.067 -0.344
C 0.3423 5.8417 3.7190 -0.254 0.026 0.249
C 3.5251 6.0765 3.4306 0.342 -0.024 -0.244
C 3.2032 7.3341 4.2271 -0.084 0.244 0.358
H 4.0180 6.2916 0.1608 -0.050 0.064 0.134
H 3.1267 7.7775 -0.2005 -0.003 -0.088 0.124
H 4.1208 7.6932 1.2506 -0.057 -0.088 -0.088
H 1.5858 6.1042 0.6316 -0.060 -0.107 0.269
H 1.6707 7.4552 1.7531 -0.107 0.172 -0.022
H 1.6702 4.1578 3.6413 0.212 0.124 0.007
H 0.8359 4.4771 2.1524 0.125 0.144 -0.117
H 0.6890 6.1042 4.7194 -0.042 0.071 -0.109
H -0.5933 5.2867 3.8459 0.043 0.036 -0.012
H 0.1020 6.7611 3.1784 0.062 -0.098 0.046
H 4.4873 6.2294 2.9270 -0.205 -0.026 -0.101
H 3.7228 5.2567 4.1329 -0.242 -0.028 -0.206
H 2.7795 8.1312 3.6081 0.049 -0.112 0.040
H 4.1160 7.7289 4.6832 -0.067 -0.039 -0.051
H 2.5078 7.1252 5.0445 0.034 0.135 -0.146
C -6.3950 -7.6141 5.4642 -0.088 0.020 -0.082
C -5.4310 -6.4586 5.2085 -0.088 -0.147 -0.208
N -5.3326 -6.0564 3.8006 0.350 0.052 -0.200
C -4.2296 -5.1197 3.5454 -0.086 -0.419 0.097
C -4.3075 -3.7425 4.1954 0.163 0.379 0.024
C -6.5926 -5.7224 3.1339 -0.070 -0.425 0.081
C -7.4261 -4.5938 3.7264 -0.233 0.405 -0.008
H -6.1199 -8.4986 4.8804 -0.047 0.158 0.012
H -6.3679 -7.8895 6.5237 0.027 0.072 -0.146
H -7.4293 -7.3463 5.2278 0.106 -0.055 0.011
H -4.4418 -6.7923 5.5474 -0.011 0.235 -0.223
H -5.7147 -5.6181 5.8490 -0.033 0.097 0.173
H -4.1051 -4.9942 2.4641 -0.290 -0.086 0.132
H -3.2980 -5.5974 3.8781 -0.173 -0.105 0.100
H -5.0137 -3.0924 3.6772 -0.028 -0.018 0.100
H -3.3294 -3.2528 4.1392 -0.108 -0.079 0.022
H -4.5847 -3.7905 5.2519 -0.023 -0.041 -0.124
H -7.2153 -6.6247 3.1015 0.176 0.031 0.133
H -6.3982 -5.4986 2.0773 0.254 0.000 0.164
H -7.4725 -4.6297 4.8194 0.039 -0.032 -0.136
H -8.4538 -4.6570 3.3563 0.065 -0.016 0.031
H -7.0443 -3.6133 3.4291 -0.050 -0.091 0.165